P | Below is a cluster of 2 separate species, C3H4BrNO in total, with properties calculated with ωB97M-V/def2-TZVPD.

The geometry in XYZ format:
```
10
Properties=species:S:1:pos:R:3
C 1.171 -2.271 1.774
C 0.657 -1.057 1.869
Br 1.562 0.533 2.301
H 2.186 -2.346 2.006
H 0.606 -3.094 1.488
H -0.456 -0.923 1.695
N 2.784 -0.883 -0.678
C 1.685 -0.389 -0.811
O 0.685 0.210 -0.921
H 2.760 -1.887 -0.371
```

As for the SMILES: C=CBr.N=C=O. Its molar mass is 150.0 g/mol.

natural (NBO) population analysis, charges in e, atoms 1 to 6: number 1, C, carries -0.4449; number 2, C, carries -0.2759; number 3, Br, carries 0.0785; number 4, H, carries 0.2017; number 5, H, carries 0.2170; number 6, H, carries 0.2239

Q | Below is a cluster of 2 separate species, C3H4BrNO in total, with properties calculated with ωB97M-V/def2-TZVPD.

The geometry in XYZ format:
```
10
Properties=species:S:1:pos:R:3
C 0.301 -0.060 -2.445
C 0.829 0.718 -1.611
O 1.148 1.396 -0.696
H -0.002 -1.104 -2.101
H 0.100 0.240 -3.395
C 1.746 -0.988 0.909
N 0.761 -1.137 0.176
Br -0.398 -2.622 -0.063
H 2.262 -0.101 0.684
H 2.045 -1.770 1.664
```

As for the SMILES: C=C=O.C=NBr. Its molar mass is 150.0 g/mol.

natural (NBO) population analysis, charges in e, atoms 1 to 6: number 1, C, carries -0.7644; number 2, C, carries 0.7232; number 3, O, carries -0.5090; number 4, H, carries 0.2783; number 5, H, carries 0.2485; number 6, C, carries -0.0600

Top of the stability list: P, leading by 2.316 eV.

P | Below is an isolated molecule of C6H9P, with properties calculated with ωB97M-V/def2-TZVPD.

The geometry in XYZ format:
```
16
Properties=species:S:1:pos:R:3
C -0.159 1.600 0.328
C 1.064 1.308 0.757
C -1.213 -0.648 0.312
C 0.923 -1.425 0.687
C 0.288 -0.007 -1.471
C -0.778 0.525 -0.543
P 1.662 -0.076 -0.246
H -0.930 2.277 0.892
H 1.506 1.854 1.518
H -1.728 -1.408 -0.288
H -1.524 -0.572 1.446
H 1.179 -1.689 1.702
H 0.871 -2.307 0.046
H 0.117 -1.073 -1.767
H 0.413 0.741 -2.324
H -1.693 0.901 -1.050
```

Its molar mass is 112.1 g/mol.

natural (NBO) population analysis, charges in e, atoms 1 to 6: number 1, C, carries -0.1516; number 2, C, carries -0.5020; number 3, C, carries -0.3518; number 4, C, carries -0.7338; number 5, C, carries -0.6757; number 6, C, carries -0.3677

Q | Below is an isolated molecule of C6H9P, with properties calculated with ωB97M-V/def2-TZVPD.

The geometry in XYZ format:
```
16
Properties=species:S:1:pos:R:3
H -3.871 0.966 -1.200
P -4.160 0.329 0.072
C -2.719 -0.521 0.212
C -1.365 -0.348 -0.544
C -0.089 -0.083 0.268
C 1.239 -0.071 -0.503
C 2.482 0.037 -0.049
C 3.683 0.009 0.410
H -2.808 -1.134 1.084
H -1.450 0.361 -1.323
H -1.247 -1.250 -1.141
H -0.237 -0.795 1.179
H -0.101 0.990 0.706
H 1.282 0.227 -1.559
H 4.505 -0.785 0.451
H 4.110 0.904 0.886
```

As for the SMILES: [H]/P=C\CCC=C=C. Its molar mass is 112.1 g/mol.

natural (NBO) population analysis, charges in e, atoms 1 to 6: number 1, H, carries -0.0699; number 2, P, carries 0.4202; number 3, C, carries -0.5458; number 4, C, carries -0.4493; number 5, C, carries -0.4173; number 6, C, carries -0.2898

Top of the stability list: P, leading by 0.315 eV.

P | Below is the ion C6H13BrN with charge +1, with properties calculated with ωB97M-V/def2-TZVPD.

The geometry in XYZ format:
```
21
Properties=species:S:1:pos:R:3
C 1.093 -0.970 -2.288
C 1.046 -0.170 -1.265
C 2.130 0.535 -0.509
C -0.568 0.391 -0.530
Br -0.771 2.361 -0.993
N -0.724 0.235 0.918
C -2.147 0.462 1.346
C -0.235 -1.207 1.229
H 0.212 -1.133 -2.851
H 2.169 -1.017 -2.777
H 3.114 0.667 -1.070
H 2.456 0.181 0.459
H 1.827 1.554 -0.425
H -1.427 -0.091 -0.870
H -0.062 0.864 1.503
H -2.389 0.207 2.423
H -2.583 1.498 1.147
H -2.812 -0.211 0.851
H -0.359 -1.341 2.259
H -0.810 -1.597 0.461
H 0.839 -1.219 0.981
```

Its total charge is +1. As for the SMILES: C=C(C)[C@H](Br)[NH+](C)C. Its molar mass is 179.1 g/mol.

natural (NBO) population analysis, charges in e, atoms 1 to 6: number 1, C, carries -0.3990; number 2, C, carries 0.0730; number 3, C, carries -0.7247; number 4, C, carries -0.0952; number 5, Br, carries 0.0513; number 6, N, carries -0.4157

Q | Below is the ion C6H13BrN with charge +1, with properties calculated with ωB97M-V/def2-TZVPD.

The geometry in XYZ format:
```
21
Properties=species:S:1:pos:R:3
C -1.906 0.416 -1.365
C -1.187 -0.568 -0.823
C -1.783 -1.636 0.134
C 0.268 -0.472 -0.900
Br 1.237 -2.182 -1.104
N 0.905 0.229 0.577
C 2.431 0.322 0.563
C 0.166 1.442 0.857
H -1.415 1.257 -1.983
H -2.923 0.406 -1.322
H -2.829 -1.342 0.380
H -1.141 -1.586 1.045
H -1.667 -2.587 -0.261
H 0.663 0.199 -1.726
H 0.674 -0.399 1.355
H 2.955 0.157 -0.345
H 2.576 1.354 0.873
H 2.981 -0.443 1.153
H -0.319 1.979 -0.073
H -0.623 1.355 1.590
H 0.934 2.098 1.375
```

Its total charge is +1. As for the SMILES: C=C(C)[C@H](Br)[NH+](C)C. Its molar mass is 179.1 g/mol.

natural (NBO) population analysis, charges in e, atoms 1 to 6: number 1, C, carries -0.2726; number 2, C, carries -0.1246; number 3, C, carries -0.6171; number 4, C, carries -0.0511; number 5, Br, carries 0.0972; number 6, N, carries -0.4089

Top of the stability list: Q, leading by 1.006 eV.

P | Below is a structure of composition C6H16N2, with properties calculated with ωB97M-V/def2-TZVPD.

The geometry in XYZ format:
```
24
Properties=species:S:1:pos:R:3
N -0.608 0.101 3.581
C -0.767 -0.233 2.177
C -0.298 -1.573 1.887
C -1.434 0.549 1.272
N 0.417 -0.778 -1.180
C -0.322 -0.155 -2.154
C 0.328 0.850 -3.129
C 1.747 0.896 -2.604
H -0.032 -0.554 4.105
H -0.389 1.122 3.867
H 2.571 1.031 0.690
H -0.937 -2.292 2.465
H -0.465 -1.611 0.793
H 0.777 -1.748 2.090
H -1.782 -0.068 0.455
H -1.662 1.612 1.234
H 2.150 0.352 0.818
H -1.217 -0.559 -2.554
H 0.174 0.359 -1.064
H -0.156 1.852 -3.107
H 0.445 0.542 -4.177
H 2.489 1.542 -3.141
H 2.147 -0.069 -2.409
H 1.701 1.218 -1.564
```

As for the expectation value of S²: 0.764. Its spin multiplicity is 2. Its total charge is +1. Its molar mass is 116.2 g/mol.

natural (NBO) population analysis, charges in e, atoms 1 to 6: number 1, N, carries -0.6269; number 2, C, carries 0.3197; number 3, C, carries -0.7319; number 4, C, carries -0.1682; number 5, N, carries -0.6099; number 6, C, carries 0.0721

Q | Below is the ion C6H16N2 with charge +1, with properties calculated with ωB97M-V/def2-TZVPD.

The geometry in XYZ format:
```
24
Properties=species:S:1:pos:R:3
C -0.024 0.064 0.869
N -0.346 -1.081 -0.144
C -0.701 -2.408 0.437
C -2.112 -2.823 0.766
C 0.264 1.387 0.062
N 0.227 2.444 1.164
C 1.276 1.710 -2.145
C 1.563 1.400 -0.689
H 0.944 -0.205 1.270
H -0.711 0.007 1.888
H -1.174 -0.733 -0.678
H -0.161 -3.161 -0.350
H 0.133 -2.552 1.287
H -2.327 -3.945 1.080
H -2.391 -2.195 1.634
H -2.714 -2.696 -0.124
H -0.722 1.570 -0.423
H 0.863 2.209 1.838
H 0.181 3.434 0.849
H 0.667 2.635 -2.305
H 2.282 1.973 -2.645
H 0.783 0.858 -2.719
H 2.310 1.894 -0.232
H 1.892 0.214 -0.691
```

As for the expectation value of S²: 0.755. Its spin multiplicity is 2. Its total charge is +1. Its molar mass is 116.2 g/mol.

natural (NBO) population analysis, charges in e, atoms 1 to 6: number 1, C, carries -0.2700; number 2, N, carries -0.1662; number 3, C, carries -0.2860; number 4, C, carries -0.6491; number 5, C, carries -0.0717; number 6, N, carries -0.8278

Top of the stability list: Q, leading by 2.818 eV.